(1)
82
Properties=species:S:1:pos:R:3 method="wB97M-V/def2-TZVPD" energy_ha=-8134.84503 homo_energy_ha="-0.2808 / -0.2808" e_lumo_ev="-0.885 / -0.884" charge=0 e_above_lowest_kcal_mol=0.0 homo_lumo_gap_ev="6.7575 / 6.7582"
Ti 0.3074 0.7821 1.2052
N 1.5777 -0.5681 0.0433
C 2.3194 0.2519 -0.8295
C 2.1893 1.8306 -0.5750
O 2.3709 2.6214 -1.4921
N 1.6658 2.0955 0.6833
C 1.7257 3.3990 1.3289
C 0.3959 3.5443 2.0242
O -0.0593 4.5514 2.5592
O -0.2657 2.3807 2.1111
H 0.9990 -1.1431 -0.5126
H 2.2501 -1.1691 0.5438
H 3.4037 0.0417 -0.7370
H 2.1585 0.1045 -1.8922
H 2.5034 3.3885 2.1151
H 1.9195 4.1778 0.5213
F 0.3860 -0.3030 6.3362
C 0.6900 0.4011 5.2090
F -0.4998 0.7887 4.7183
F 1.4526 1.4650 5.4551
S 1.4537 -0.8004 3.9197
O 1.3669 0.1780 2.7440
O 2.7787 -1.1427 4.3411
N 0.5580 -2.0595 3.6898
S -0.9555 -1.9758 3.0707
O -2.0440 -2.0919 4.0209
O -1.0337 -0.7386 2.2137
C -0.9139 -3.4857 1.7343
F -2.0607 -3.3730 1.0143
F 0.1425 -3.4956 0.9119
F -0.8581 -4.5999 2.5073
N 3.4828 -1.9643 1.4377
C 4.4687 -2.9828 1.0027
C 3.6646 -4.1625 0.4433
C 4.1505 -4.5270 -1.0048
N 4.2555 -3.3718 -1.8963
H 3.9516 -1.1523 1.8591
H 3.0601 -2.3061 2.2585
H 5.1061 -3.4065 1.8060
H 5.1106 -2.5755 0.2575
H 2.6059 -4.0714 0.4197
H 3.8731 -5.0439 1.1668
H 3.5296 -5.3539 -1.4316
H 5.1528 -5.0125 -1.0192
H 3.3693 -2.9028 -1.9156
H 4.5327 -3.5627 -2.9250
C -4.5226 -0.8653 -0.4846
Ge -3.8791 0.9869 -0.0023
C -5.1909 2.4360 -0.2469
C -3.4983 1.2037 1.9407
Ge -1.5047 1.1455 -0.9091
C -1.3668 2.9210 -1.8321
C -0.5536 3.1060 -2.9642
C -0.6323 4.3875 -3.5957
C -1.1477 5.4805 -2.9472
C -1.6873 5.3069 -1.6468
C -1.8998 4.0466 -1.1457
C -1.4304 -0.1569 -2.3433
C -0.9576 -1.4164 -1.8745
C -0.8168 -2.4199 -2.8180
C -1.2865 -2.1987 -4.1142
C -1.7871 -0.9537 -4.5649
C -1.7409 0.1453 -3.6405
H -4.7517 -0.9004 -1.5910
H -5.4703 -1.1088 -0.0351
H -3.7081 -1.5475 -0.2858
H -5.0363 3.0194 0.7091
H -6.1750 1.9792 -0.2900
H -5.0690 3.0485 -1.1947
H -4.3856 1.4951 2.5045
H -2.6842 2.0144 2.1196
H -3.0605 0.2848 2.3316
H 0.0722 2.3155 -3.3623
H -0.1860 4.4907 -4.6146
H -1.0194 6.4966 -3.3971
H -1.9265 6.1814 -1.1173
H -2.5030 3.9770 -0.2280
H -0.9315 -1.5243 -0.8285
H -0.2868 -3.3123 -2.6140
H -1.1847 -3.0398 -4.8039
H -2.1275 -0.8210 -5.5890
H -1.9016 1.1369 -3.9663

***

(2)
90
Properties=species:S:1:pos:R:3 method="wB97M-V/def2-TZVPD" energy_ha=-7545.41933 homo_energy_ha="-0.0687 / -0.1625" s_squared=3.79 e_lumo_ev="1.775 / 1.774" charge=-1 spin_multiplicity=4 e_above_lowest_kcal_mol=40.2 homo_lumo_gap_ev="3.6457 / 6.1948"
Co -1.3097 0.1348 0.6382
C -3.5280 4.9212 1.3139
N -2.8465 3.6467 1.5497
C -2.2840 2.7599 0.7137
N -2.4941 1.5207 1.1387
C -3.1847 1.7261 2.4528
N -3.3148 3.0899 2.6577
C -3.1778 5.5492 -0.0518
C -2.5784 6.8064 -0.1512
C -2.3566 7.3729 -1.4303
C -2.5226 6.6456 -2.5652
C -3.1259 5.3956 -2.4602
C -3.5881 4.9105 -1.2180
C -2.8829 4.4642 -3.5309
N -3.6374 3.5181 -4.0261
N -2.9472 2.8722 -4.9901
C -1.7094 3.3025 -4.9866
O -1.6438 4.4715 -4.1827
C -0.5922 2.5977 -5.5224
C 0.6612 3.1487 -5.7049
C 1.7591 2.3434 -5.4329
C 1.5666 0.9869 -5.0016
C 0.2892 0.4138 -5.1559
C 0.0247 -1.0539 -4.6849
N -0.6430 -0.9922 -3.3589
C -0.4912 -0.1001 -2.3176
N -0.8912 -0.6810 -1.1466
C -1.2689 -1.9602 -1.5674
N -1.2107 -2.1362 -2.8685
C -0.7476 1.1619 -5.6469
H -3.2071 5.5975 2.1083
H -4.6489 4.7956 1.4003
H -1.7931 3.0126 -0.2045
H 1.4525 1.4144 3.6487
H -2.3499 7.4328 0.7488
H -1.9256 8.3800 -1.4449
H -2.3087 7.0106 -3.5591
H -4.1940 4.0007 -1.1319
H 0.7947 4.2367 -5.8058
H 2.7515 2.8931 -5.4103
H 2.4044 0.3971 -4.6247
H 0.9601 -1.6102 -4.5600
H -0.5640 -1.5990 -5.4644
H 0.0073 0.8314 -2.3793
H -1.6826 -2.6811 -0.8633
H -1.6779 0.7249 -6.0678
O 1.8062 2.5363 0.3054
As 1.0803 1.2567 1.3520
O 1.6518 1.9552 2.9533
O -3.5054 0.8097 3.1497
C 2.6466 0.0362 1.1306
C 3.5514 0.2395 0.0757
C 4.8729 -0.2773 0.1120
C 5.2855 -0.9556 1.2304
C 4.4136 -1.1432 2.2885
C 3.0668 -0.7882 2.1834
S 1.9435 -1.5096 3.3047
O 1.6906 -0.6535 4.4314
O 0.8810 -2.0693 2.4923
O 2.8049 -2.7805 3.8977
H 1.8422 3.3063 0.8728
H 3.1740 0.6994 -0.8109
H 5.5814 0.0472 -0.6619
H 6.3260 -1.2934 1.2957
H 4.7082 -1.6726 3.2291
Cl -4.2894 -4.2012 1.2913
C -4.0072 -2.5758 1.8180
Cl -2.1716 -2.0317 1.8841
H -4.3158 -2.4715 2.8879
H -4.5532 -1.9503 1.1484
C 3.2717 -5.3442 5.1099
Si 1.9795 -4.2757 4.2181
C 0.3648 -3.9483 5.2501
C 1.6705 -5.0869 2.5570
C 2.7431 -5.1660 1.6853
C 2.5602 -5.9071 0.4900
C 1.3039 -6.3656 0.1618
C 0.2250 -6.2053 1.0506
C 0.4227 -5.6795 2.2849
H 3.8953 -4.7503 5.7197
H 3.9368 -5.7731 4.3840
H 2.7259 -6.1662 5.6217
H -0.1355 -4.9249 5.3645
H -0.3213 -3.3517 4.5903
H 0.5607 -3.4419 6.1455
H 3.6959 -4.6485 1.8511
H 3.3898 -6.0027 -0.2511
H 1.0654 -6.8483 -0.7464
H -0.7458 -6.5399 0.8272
H -0.4356 -5.7607 2.9705

***

(3)
2
Properties=species:S:1:pos:R:3 method="wB97M-V/def2-TZVPD" energy_ha=-4082.22085 homo_energy_ha="-0.3065 / -0.3769" s_squared=3.76 e_lumo_ev="0.348 / -2.694" charge=0 spin_multiplicity=4 e_above_lowest_kcal_mol=0.0 homo_lumo_gap_ev="8.6887 / 7.5628"
Ni 1.1549 0.4635 0.0861
Br -1.1549 -0.4635 -0.0861

***

(4)
11
Properties=species:S:1:pos:R:3 method="wB97M-V/def2-TZVPD" energy_ha=-964.42116 homo_energy_ha="-0.3625 / -0.3624" e_lumo_ev="-4.506 / -4.507" charge=0 e_above_lowest_kcal_mol=57.0 homo_lumo_gap_ev="5.3566 / 5.3558"
C 1.4706 -0.1813 -0.2400
N 0.5495 0.7113 0.0670
N 1.9705 0.0248 -1.5073
N -0.9750 -1.4969 -2.0771
O -1.3693 -0.6611 -1.2426
O 1.8308 -1.1371 0.3573
O -1.7496 -2.2725 -2.5969
O 0.2349 -1.4847 -2.3366
Cl 2.9241 -1.2043 -1.9635
H 0.6456 1.5691 -0.4920
H -0.0804 0.6486 0.8479

***

(5)
23
Properties=species:S:1:pos:R:3 method="wB97M-V/def2-TZVPD" energy_ha=-764.73604 homo_energy_ha="0.0298 / -0.1990" s_squared=0.75 e_lumo_ev="3.197 / 3.214" charge=-1 spin_multiplicity=2 e_above_lowest_kcal_mol=26.7 homo_lumo_gap_ev="2.3855 / 8.6295"
C -1.4380 -0.6798 1.9252
C -1.9780 -1.6272 0.8872
S -3.1476 -1.0289 -0.3793
C -0.4393 0.3835 1.3442
N 0.9790 0.0910 1.3879
C 1.4406 -1.0232 0.5420
H -2.1354 -0.1086 2.5540
H -0.9075 -1.1189 2.7965
H -2.5571 -2.4651 1.3306
H -1.1051 -2.1153 0.4631
H -2.4785 0.1362 -0.6395
H -0.7408 0.5753 0.3230
H -0.5993 1.4003 1.7147
H 1.4077 0.0543 2.2987
H 2.2026 -0.6690 -0.1408
H 0.6889 -1.3769 -0.1666
H 1.8385 -1.8547 1.1993
H 2.2126 2.4723 -1.2545
H 1.3616 1.2337 -1.4826
O 1.5981 2.0799 -1.9116
H 1.3194 1.3599 -3.6155
H 1.1485 2.6091 -4.6380
O 1.3293 1.6724 -4.5379

***

(6)
16
Properties=species:S:1:pos:R:3 method="wB97M-V/def2-TZVPD" energy_ha=-420.23469 homo_energy_ha=-0.3670 e_lumo_ev=0.313 charge=0 smiles="C=O.O.O.O.O" e_above_lowest_kcal_mol=30.2 homo_lumo_gap_ev=10.2981
C -2.2474 1.7602 1.9877
O -1.7358 2.1563 0.9660
H -2.1093 0.6824 2.1519
H -3.0424 2.3816 2.4518
O 2.9610 3.4793 -1.6626
H 2.1065 3.0689 -1.4819
H 3.5414 2.7433 -1.4392
O 2.6251 -0.2509 -0.9310
H 2.4783 -0.0296 -1.8662
H 3.3092 -0.8898 -1.1912
O -2.9025 -1.2718 0.3636
H -3.0335 -1.7609 1.1806
H -3.1440 -1.8884 -0.3360
O 0.4379 -3.7630 0.0517
H 0.1752 -2.9965 0.5871
H 0.5804 -3.4209 -0.8323

***

(7)
13
Properties=species:S:1:pos:R:3 method="wB97M-V/def2-TZVPD" energy_ha=-286.46066 homo_energy_ha=-0.3310 e_lumo_ev=-0.321 charge=0 smiles="O=CC1=CN1.C" e_above_lowest_kcal_mol=107.3 homo_lumo_gap_ev=8.6869
O 2.0796 0.9895 0.5879
C 1.7298 0.0839 -0.1351
C 0.6151 0.1948 -1.0610
C -0.1586 -0.1492 -2.0246
N -0.5948 1.0589 -1.3008
H 2.2489 -0.8916 -0.1443
H -0.5150 -0.7714 -2.8300
H -0.3124 1.8861 -1.8394
C -1.0176 -0.4827 1.7500
H -0.6060 0.5142 1.9274
H -1.8869 -0.6464 2.3918
H -0.2579 -1.2376 1.9750
H -1.3242 -0.5487 0.7031

***

(8)
57
Properties=species:S:1:pos:R:3 method="wB97M-V/def2-TZVPD" energy_ha=-1212.30059 homo_energy_ha=-0.3266 e_lumo_ev=0.668 charge=0 smiles=C(#CCN1CCOCC1)COCCCOC(c1ccccc1)c1ccccc1 e_above_lowest_kcal_mol=96.7 homo_lumo_gap_ev=9.5545
C -0.3906 -0.1455 2.3475
C 0.3567 0.4503 3.0743
C 1.2665 1.0230 4.0586
N 1.4116 0.2347 5.2720
C 1.9911 -1.0756 5.0313
C 2.2370 -1.7551 6.3786
O 1.0442 -1.8834 7.1149
C 0.4601 -0.6202 7.3293
C 0.1671 0.0917 6.0085
C -1.3235 -0.7374 1.4020
O -2.5359 -0.0175 1.2430
C -2.4127 1.3669 1.0090
C -1.6481 1.7350 -0.2649
C -2.2735 1.0730 -1.4953
O -1.6627 1.4106 -2.7203
C -0.3028 1.0357 -2.8627
C -0.0501 -0.4188 -2.5187
C 0.9161 -0.7801 -1.5904
C 1.1356 -2.1149 -1.2918
C 0.3847 -3.0970 -1.9135
C -0.5820 -2.7421 -2.8405
C -0.7954 -1.4107 -3.1450
C 0.1221 1.2522 -4.2995
C 1.4738 1.2088 -4.6187
C 1.8873 1.3617 -5.9288
C 0.9541 1.5602 -6.9330
C -0.3927 1.6048 -6.6189
C -0.8088 1.4477 -5.3079
H 0.9026 2.0158 4.3452
H 2.2602 1.1356 3.6111
H 2.9408 -0.9521 4.5055
H 1.3255 -1.7087 4.4197
H 2.6213 -2.7666 6.2370
H 2.9661 -1.1619 6.9517
H -0.4620 -0.7985 7.8849
H 1.1373 0.0047 7.9316
H -0.2408 1.0847 6.2113
H -0.5781 -0.4892 5.4388
H -1.6331 -1.7241 1.7634
H -0.8125 -0.8691 0.4341
H -1.9270 1.8526 1.8686
H -3.4457 1.7177 0.9424
H -0.6083 1.4212 -0.1561
H -1.6646 2.8196 -0.3822
H -2.2828 -0.0171 -1.3564
H -3.3072 1.4117 -1.6059
H 0.3275 1.6701 -2.2161
H 1.5019 -0.0163 -1.0960
H 1.8890 -2.3847 -0.5661
H 0.5525 -4.1371 -1.6764
H -1.1694 -3.5060 -3.3283
H -1.5459 -1.1247 -3.8673
H 2.2030 1.0515 -3.8362
H 2.9402 1.3265 -6.1675
H 1.2777 1.6806 -7.9565
H -1.1245 1.7609 -7.3980
H -1.8558 1.4874 -5.0533

***

(9)
180
Properties=species:S:1:pos:R:3 method="wB97M-V/def2-TZVPD" energy_ha=-3182.20659 homo_energy_ha=-0.2885 e_lumo_ev=0.573 charge=0 smiles=CC1(C)CCCC(C)(C)N1O.CC1(C)CCCC(C)(C)N1O.COCCNCCOC.COCCNCCOC.COCCNCCOC.COCCNCCOC.COCCNCCOC e_above_lowest_kcal_mol=161.5 homo_lumo_gap_ev=8.4227
C 2.2581 -5.9453 1.0518
C 2.4115 -4.3748 0.8858
C 1.8704 -3.9607 -0.5256
C 1.5298 -3.7584 2.0236
C 1.7768 -2.2360 2.2611
C 3.2415 -2.0932 2.6039
C 4.2679 -2.5407 1.5436
C 4.1201 -1.5674 0.3588
C 5.7258 -2.3772 2.1748
N 3.8445 -3.9221 1.1123
O 4.5825 -4.4710 0.1006
H 2.5640 -6.3765 0.0986
H 2.9051 -6.4482 1.7705
H 1.2834 -6.3325 1.3486
H 1.0293 -3.2701 -0.5866
H 2.5897 -3.4292 -1.1487
H 1.5035 -4.8079 -1.1050
H 0.4618 -3.8970 1.8551
H 1.4987 -4.2178 3.0116
H 1.5413 -1.6201 1.3931
H 1.2764 -1.8029 3.1272
H 3.4574 -2.6103 3.5389
H 3.4257 -1.0264 2.7310
H 4.7436 -1.8941 -0.4735
H 4.6731 -0.6300 0.4174
H 3.0775 -1.4339 0.0701
H 5.7560 -2.8781 3.1425
H 6.0728 -1.3806 2.4475
H 6.3985 -2.9524 1.5387
H 4.8776 -5.3338 0.4009
C -0.5128 -4.3257 -7.7038
C 0.6558 -5.3699 -7.7120
C 1.1929 -5.5662 -9.1189
C 1.8472 -4.9092 -6.8102
C 1.7069 -5.0151 -5.2721
C 1.3309 -6.4787 -4.8877
C 0.1573 -7.0428 -5.7432
C 0.1387 -8.5969 -5.5644
C -1.1646 -6.4734 -5.2782
N 0.1952 -6.6921 -7.1757
O -0.8643 -7.2184 -7.9435
H -0.9498 -4.1779 -6.7162
H -0.2460 -3.3217 -8.0339
H -1.3328 -4.6296 -8.3546
H 1.3411 -4.5477 -9.4775
H 2.0656 -6.2071 -8.9937
H 0.4509 -5.9958 -9.7919
H 2.6359 -5.6452 -6.9662
H 2.1689 -3.9658 -7.2512
H 2.5704 -4.7159 -4.6780
H 0.9909 -4.2722 -4.9207
H 1.0724 -6.4519 -3.8291
H 2.0983 -7.2228 -5.1008
H 1.0836 -9.0867 -5.7996
H -0.5118 -9.1315 -6.2565
H 0.0090 -8.8683 -4.5167
H -2.0700 -6.9764 -5.6181
H -1.2726 -5.3985 -5.4229
H -1.0576 -6.5951 -4.2004
H -0.3527 -7.9104 -8.3691
C -2.3856 8.8109 -8.7753
O -2.5061 7.5033 -8.3544
C -1.7428 6.5626 -9.1393
C -1.9532 5.1068 -8.5476
N -1.2851 5.1014 -7.2474
C -1.7954 4.0958 -6.3369
C -1.4417 4.2625 -4.8946
O -2.0093 5.6084 -4.5414
C -1.8786 5.8531 -3.1541
H -2.8858 9.0117 -9.7227
H -1.3543 9.1585 -8.7147
H -2.8648 9.4368 -8.0226
H -0.6596 6.6388 -9.0453
H -2.0117 6.8132 -10.1655
H -1.4253 4.3184 -9.0843
H -3.0075 4.9098 -8.3534
H -1.5320 5.9920 -6.8401
H -1.3684 3.1321 -6.6144
H -2.8762 4.1450 -6.4688
H -0.3847 4.4151 -4.6763
H -1.7231 3.4508 -4.2238
H -0.8069 5.9267 -2.9692
H -2.5899 5.2565 -2.5830
H -2.2467 6.8668 -2.9955
C 0.4073 4.1200 0.9601
O 0.6922 5.2131 1.7295
C 1.7212 6.1602 1.2183
C 2.2769 7.0767 2.4422
N 3.0297 6.4887 3.4549
C 3.1913 7.3935 4.6470
C 3.8453 6.6315 5.7133
O 2.9251 5.6751 6.3761
C 3.3565 5.2951 7.6880
H -0.4406 3.4798 1.2037
H 1.2640 3.4466 0.9872
H 0.3855 4.3765 -0.0990
H 1.2226 6.8028 0.4928
H 2.6452 5.8535 0.7281
H 1.4681 7.6389 2.9089
H 2.9869 7.7300 1.9352
H 2.8386 5.5716 3.8323
H 2.2725 7.8882 4.9622
H 4.0552 7.9575 4.2955
H 4.1444 7.4125 6.4124
H 4.7525 6.0793 5.4681
H 2.5130 4.8125 8.1815
H 3.5165 6.1073 8.3971
H 4.1472 4.5449 7.6946
C 0.0283 3.8669 8.9309
O 0.5590 3.3806 7.6832
C 0.0358 4.0805 6.5906
C 0.5535 3.3316 5.3971
N -0.0479 3.9326 4.1800
C -1.4909 4.1297 4.1371
C -2.2289 2.8475 4.0158
O -3.6538 3.0020 3.6859
C -4.5138 1.8508 3.8386
H 0.2009 4.9429 8.9553
H 0.4476 3.2715 9.7419
H -1.0445 3.7190 9.0542
H 0.3379 5.1274 6.5624
H -1.0357 3.9634 6.7531
H 0.2206 2.3024 5.5316
H 1.6422 3.2800 5.3860
H 0.5147 4.4267 3.5021
H -1.4985 4.6631 3.1866
H -1.8379 4.8475 4.8803
H -2.3240 2.3007 4.9540
H -1.6570 2.2130 3.3386
H -4.3077 1.4687 4.8384
H -4.3425 1.1123 3.0554
H -5.5469 2.1909 3.7673
C 1.3601 -0.6860 -3.8660
O -0.0391 -0.4940 -4.0517
C -0.5294 0.8304 -3.6243
C -1.2158 0.9249 -2.2209
N -0.1368 0.7786 -1.2750
C -0.5524 0.5973 0.0925
C -1.0613 -0.9218 0.1875
O -0.9258 -1.2349 1.5749
C -2.2087 -0.9084 2.2504
H 1.5618 -0.6951 -2.7948
H 1.9814 0.0473 -4.3800
H 1.5399 -1.7358 -4.0977
H -1.2712 1.2940 -4.2746
H 0.2860 1.5499 -3.6996
H -2.0102 0.1785 -2.2160
H -1.5929 1.9431 -2.1257
H 0.5044 0.0503 -1.5551
H -1.3053 1.3420 0.3507
H 0.2841 0.7789 0.7673
H -0.2865 -1.6003 -0.1695
H -1.9624 -1.2096 -0.3541
H -2.9840 -1.0433 1.4961
H -2.3637 0.0958 2.6447
H -2.4851 -1.6481 3.0018
C -4.0972 -0.8042 7.8489
O -4.4198 -1.4362 6.6268
C -3.3352 -1.0969 5.7294
C -2.3385 -2.2779 5.7969
N -2.7454 -3.2251 4.8810
C -1.7467 -4.2798 4.7884
C -2.4797 -5.2163 3.7958
O -3.5534 -6.0355 4.4134
C -4.4508 -6.6948 3.4652
H -4.7677 -1.2904 8.5576
H -4.2771 0.2703 7.8819
H -3.1207 -1.1715 8.1646
H -2.8529 -0.1551 5.9912
H -3.7476 -0.9601 4.7297
H -2.2093 -2.5906 6.8331
H -1.4157 -1.8200 5.4408
H -3.6423 -3.4629 5.2800
H -1.3951 -4.8055 5.6763
H -0.9223 -3.7854 4.2745
H -1.7196 -5.9578 3.5498
H -2.9656 -4.6738 2.9848
H -3.8700 -7.1958 2.6907
H -5.2555 -6.0604 3.0935
H -4.8927 -7.4955 4.0583